The following is a quantum chemistry calculation of a structure of composition C53H51CsI2N5O2PS3Si2Te, from the Open Molecules 2025 dataset.

Structure (XYZ):
```
121
Properties=species:S:1:pos:R:3:forces:R:3:lowdin_charge:R:1
Cs 0.0215 -0.5139 0.8722 -0.050 -0.094 -0.040 0.822
N 0.2401 4.9098 1.4599 0.016 0.000 0.013 0.162
C 1.3904 4.7182 2.2008 0.001 0.007 -0.018 -0.194
C 2.3325 5.5930 2.7300 0.009 -0.003 -0.001 -0.040
C 3.3719 5.0236 3.4447 0.004 -0.011 -0.003 -0.106
C 3.4614 3.6360 3.6347 0.012 0.022 0.003 -0.083
C 2.5205 2.7740 3.1065 -0.022 -0.028 0.004 -0.001
C 1.4803 3.3291 2.3648 0.013 0.034 0.038 -0.204
N 0.4235 2.7013 1.7238 0.006 -0.082 0.041 0.174
C -0.2792 3.6619 1.2050 -0.057 0.030 -0.028 -0.275
C -1.5303 3.4858 0.4676 0.034 -0.076 0.056 -0.338
C -2.5496 4.3884 0.4262 0.036 0.045 0.014 -0.376
S -3.8574 3.7339 -0.4522 -0.054 -0.067 0.006 1.011
C -2.9416 2.3024 -0.7127 0.019 -0.055 0.058 -0.477
N -1.7607 2.3027 -0.1870 0.015 0.142 -0.081 0.051
H -0.0892 5.7711 1.0652 -0.004 -0.005 -0.009 0.150
H 2.2634 6.6651 2.5924 -0.006 -0.001 0.000 0.097
H 4.1351 5.6655 3.8673 0.001 -0.003 0.004 0.091
H 4.2896 3.2276 4.2004 -0.001 -0.003 0.001 0.088
H 2.5753 1.7012 3.2435 -0.013 0.011 0.005 0.074
H -2.6158 5.3451 0.9181 0.011 -0.003 0.005 0.069
H -3.3457 1.4562 -1.2481 0.004 0.023 -0.034 0.075
I 4.7963 -0.2726 4.3626 0.004 0.000 0.010 0.855
C 4.8912 0.3504 2.3717 0.026 -0.044 -0.008 -0.656
C 6.0669 0.9179 1.8892 -0.029 -0.006 -0.013 -0.263
C 6.1588 1.3573 0.5926 -0.004 -0.006 0.012 -0.692
I 7.9722 2.1978 -0.0376 0.025 0.011 -0.014 0.806
C 5.0463 1.2536 -0.2812 -0.020 0.004 0.011 -0.220
C 5.0350 1.6945 -1.6228 0.010 -0.003 0.001 -0.067
C 3.9000 1.5770 -2.3757 -0.006 0.001 0.003 -0.059
C 2.7574 1.0137 -1.7857 -0.017 -0.007 -0.015 -0.157
N 2.7350 0.5789 -0.5502 -0.014 0.023 0.087 0.092
C 3.8443 0.6785 0.2122 -0.019 -0.006 -0.011 -0.140
C 3.7201 0.1699 1.5948 -0.016 0.004 -0.042 -0.517
O 2.6555 -0.3261 2.0184 0.213 0.035 0.091 -0.254
H 6.9164 1.0134 2.5528 0.003 -0.001 0.001 0.066
H 5.9329 2.1288 -2.0439 0.001 -0.002 0.000 0.046
H 3.8721 1.9080 -3.4064 0.001 0.001 0.000 0.095
H 1.8357 0.9061 -2.3502 -0.012 -0.011 -0.020 0.073
O -2.7514 -0.6192 -0.4684 -0.160 -0.039 -0.063 -0.107
C -3.6340 -0.5601 0.3311 -0.041 -0.093 -0.032 -0.224
C -4.6909 -0.2589 1.0713 -0.024 0.070 0.032 -0.253
C -6.0346 -0.6561 0.6069 0.007 0.023 -0.010 -0.087
C -7.0854 -0.6455 1.4601 0.005 -0.006 0.007 -0.166
C -6.9749 -0.2248 2.8183 0.001 0.000 0.001 -0.172
C -5.7574 0.2923 3.2285 -0.004 -0.015 0.003 -0.161
C -4.6310 0.3723 2.4162 0.036 -0.009 -0.015 -0.396
P -3.0782 1.0988 2.8956 -0.029 0.067 0.055 1.082
C -2.1419 -0.2379 3.7588 -0.003 0.068 -0.104 -0.412
C -0.8342 0.0145 4.1862 0.023 0.032 -0.053 -0.180
C -0.0175 -1.0149 4.6276 0.017 0.013 -0.014 -0.099
C -0.4955 -2.3216 4.6306 -0.005 0.010 -0.029 -0.088
C -1.7890 -2.5842 4.2047 0.021 -0.004 0.009 -0.086
C -2.6118 -1.5476 3.7769 0.004 -0.010 -0.020 -0.078
C -3.5391 2.2091 4.2842 -0.007 -0.035 0.029 -0.361
C -3.2462 1.9660 5.6233 0.005 0.001 -0.023 -0.084
C -3.5992 2.8826 6.6079 -0.003 0.009 0.002 -0.101
C -4.2592 4.0539 6.2714 0.002 -0.004 0.011 -0.120
C -4.5640 4.3057 4.9377 0.007 0.001 0.000 -0.106
C -4.2007 3.3964 3.9591 -0.013 0.007 -0.014 -0.110
H -6.1539 -0.9870 -0.4181 -0.004 0.009 -0.005 0.089
H -8.0536 -0.9572 1.0774 -0.005 0.006 0.004 0.082
H -7.8339 -0.2248 3.4754 -0.001 0.000 -0.002 0.056
H -5.6777 0.7033 4.2316 -0.009 -0.003 0.001 0.095
H -0.4341 1.0222 4.1119 -0.005 0.001 0.021 0.098
H 1.0096 -0.8076 4.9041 -0.007 -0.002 0.021 0.097
H 0.1566 -3.1356 4.9216 -0.001 -0.001 0.002 0.101
H -2.1472 -3.6050 4.1616 0.001 0.001 0.000 0.100
H -3.6125 -1.7521 3.4134 0.000 0.001 -0.003 0.106
H -2.7396 1.0495 5.8987 -0.002 0.005 0.008 0.097
H -3.3608 2.6731 7.6442 0.001 -0.001 0.000 0.093
H -4.5368 4.7659 7.0396 -0.001 0.000 0.000 0.087
H -5.0851 5.2156 4.6625 -0.001 0.001 -0.002 0.091
H -4.4428 3.5900 2.9190 -0.001 -0.002 0.001 0.090
S -1.1928 -4.0640 0.5022 -0.074 0.008 0.005 0.429
C 0.4299 -4.1065 0.0599 0.078 0.054 -0.051 -1.241
N 1.1068 -3.2073 -0.6291 0.037 -0.066 0.032 -0.095
C 2.4396 -3.5397 -0.7590 -0.017 -0.005 0.029 -0.344
C 3.4077 -2.7386 -1.3665 -0.007 0.008 -0.023 -0.039
C 4.7187 -3.1802 -1.4330 0.001 0.004 -0.008 -0.097
C 5.0862 -4.4156 -0.8996 -0.017 -0.010 0.020 -0.122
C 4.1398 -5.2166 -0.2745 0.030 0.004 -0.007 -0.114
C 2.8276 -4.7729 -0.2009 -0.031 -0.011 0.006 -0.501
S 1.4400 -5.4974 0.5524 0.055 0.024 -0.009 0.948
H 3.1215 -1.7658 -1.7468 0.002 -0.003 -0.005 0.093
H 5.4706 -2.5475 -1.8897 -0.004 0.001 0.000 0.095
H 6.1176 -4.7424 -0.9516 0.000 -0.002 -0.002 0.086
H 4.4248 -6.1655 0.1640 0.001 0.000 -0.003 0.095
C 1.2582 0.5842 -5.4029 0.027 -0.011 0.014 -0.189
Si -0.5597 0.8267 -5.0049 0.019 0.033 -0.016 0.370
C -1.3577 1.5736 -6.5419 -0.026 0.014 -0.035 -0.197
C -0.7525 2.0524 -3.6055 0.012 -0.002 0.018 -0.184
C -1.3989 -0.7797 -4.5836 -0.029 -0.064 0.036 -0.591
Te -0.5487 -1.7729 -2.8468 0.034 0.007 0.015 1.228
C 0.9293 -2.7979 -4.0276 0.007 0.039 0.030 -0.569
Si 0.3972 -4.5183 -4.5154 -0.006 -0.031 0.011 0.377
C 1.7622 -5.2771 -5.5699 0.032 -0.004 -0.021 -0.191
C -1.1675 -4.4431 -5.5516 -0.029 0.019 -0.021 -0.197
C 0.1198 -5.5873 -3.0188 0.009 -0.001 0.026 -0.175
H 1.7308 1.5523 -5.5926 0.005 -0.005 0.001 0.029
H 1.3912 -0.0321 -6.2959 -0.003 -0.004 0.000 0.029
H 1.7902 0.1026 -4.5807 0.016 -0.008 0.019 0.007
H -0.8978 2.5312 -6.8008 -0.004 0.001 -0.004 0.021
H -2.4248 1.7465 -6.3803 0.001 0.005 -0.008 0.023
H -1.2536 0.9069 -7.4019 -0.003 0.003 -0.003 0.021
H -0.1430 2.9437 -3.7790 -0.005 0.002 0.000 0.035
H -0.4571 1.6233 -2.6458 -0.008 0.015 0.006 0.004
H -1.7930 2.3749 -3.5112 0.000 -0.005 0.003 0.026
H -1.3875 -1.4953 -5.4086 -0.006 -0.007 -0.006 -0.009
H -2.4489 -0.5991 -4.3355 0.000 -0.007 0.001 0.005
H 1.8369 -2.8438 -3.4244 0.004 0.009 0.018 -0.015
H 1.1444 -2.1734 -4.8959 -0.002 0.031 -0.015 -0.005
H 1.9491 -4.6819 -6.4677 0.003 -0.004 -0.002 0.020
H 1.5077 -6.2929 -5.8840 -0.001 0.000 0.001 0.020
H 2.6932 -5.3249 -4.9993 0.002 -0.005 -0.007 0.027
H -1.0187 -3.8638 -6.4671 -0.005 0.003 0.000 0.023
H -1.9758 -3.9819 -4.9795 -0.007 0.000 -0.009 0.020
H -1.4868 -5.4486 -5.8383 -0.002 0.000 0.000 0.023
H 1.0456 -5.7011 -2.4483 -0.008 -0.005 0.002 0.022
H -0.2207 -6.5849 -3.3108 0.000 -0.002 0.002 0.033
H -0.6250 -5.1544 -2.3457 -0.002 -0.004 0.011 0.010
```
Forces are in eV/Å.

Net charge: -2
Calculated total energy in eV: -148932.3567
Relative energy (zero: lowest compared OMol25 entry of this formula, charge and spin) in kJ/mol: 0.0
Orbital gap in eV: 3.8

=====

The following is a quantum chemistry calculation of a structure of composition C53H51N9P3S2Sn, from the Open Molecules 2025 dataset.

Structure (XYZ):
```
119
Properties=species:S:1:pos:R:3:forces:R:3:lowdin_charge:R:1
Sn -0.4162 0.5053 -0.9614 -0.172 -0.100 -0.037 0.866
C -4.3187 3.2584 -0.5962 0.083 -0.105 0.078 -0.016
C -2.9900 2.5796 -0.4581 -0.127 -0.124 -0.243 -0.279
N -2.5505 1.7012 -1.2812 0.474 0.370 0.046 -0.133
N -3.3205 1.3206 -2.3313 -0.353 -0.225 -0.044 -0.010
C -2.6367 0.8898 -3.3565 0.108 0.144 0.121 -0.862
N -3.3339 0.3680 -4.3934 0.082 -0.040 -0.011 0.077
S -0.9000 0.9721 -3.5471 0.052 -0.042 -0.068 0.538
C -2.0548 2.9765 0.6168 0.097 0.128 0.164 -0.225
C -2.3978 3.9278 1.5708 -0.097 -0.053 -0.017 0.009
C -1.4430 4.3528 2.4825 0.043 -0.029 0.002 -0.029
C -0.1690 3.8141 2.4287 -0.021 0.113 -0.019 -0.039
C 0.0877 2.8506 1.4701 -0.014 -0.016 -0.102 -0.144
N -0.8237 2.4439 0.5894 0.121 0.048 -0.130 -0.012
H -4.8317 2.8622 -1.4650 -0.051 0.003 -0.012 0.067
H -4.1799 4.3339 -0.7239 -0.021 -0.009 0.039 0.094
H -4.9348 3.0955 0.2910 0.016 0.031 -0.007 0.090
H -4.3354 0.4678 -4.4022 -0.010 0.036 0.051 0.103
H -2.8540 0.2390 -5.2650 -0.034 0.011 -0.038 0.078
H -3.4000 4.3336 1.5917 0.046 0.009 0.004 0.113
H -1.6935 5.1008 3.2240 0.007 -0.023 -0.013 0.121
H 0.6104 4.1242 3.1115 -0.053 -0.037 -0.029 0.116
H 1.0679 2.3928 1.3872 -0.077 0.042 0.036 0.087
N -1.7799 -0.8813 2.3704 0.215 -0.464 -0.133 -0.409
P -2.4633 -1.0647 0.8090 -0.303 -0.098 0.247 0.880
C -4.1480 -1.6094 1.2811 0.016 0.127 -0.113 -0.358
C -4.3719 -2.6776 2.1496 -0.019 0.004 0.004 -0.092
C -5.6633 -3.1025 2.4130 0.002 -0.001 0.030 -0.073
C -6.7428 -2.4751 1.8002 0.024 0.012 -0.005 -0.077
C -6.5280 -1.4204 0.9272 -0.017 -0.002 0.019 -0.077
C -5.2325 -0.9870 0.6703 0.037 0.059 0.035 -0.100
C -1.8991 -2.6522 0.0753 0.024 0.065 0.009 -0.391
C -1.1053 -3.6123 0.6896 0.023 0.026 -0.026 -0.096
C -0.7548 -4.7687 0.0015 0.002 -0.021 0.011 -0.078
C -1.1953 -4.9735 -1.2992 -0.002 0.001 -0.012 -0.090
C -1.9860 -4.0130 -1.9220 -0.033 0.021 0.053 -0.101
C -2.3250 -2.8532 -1.2402 0.038 -0.020 0.085 -0.122
P -0.1396 -0.4548 2.6403 -0.107 0.041 0.178 0.949
C 0.4754 -1.8426 3.6867 -0.020 0.038 -0.184 -0.376
C -0.3069 -2.4344 4.6779 0.017 -0.005 0.078 -0.097
C 0.1876 -3.4877 5.4304 -0.027 0.018 -0.004 -0.075
C 1.4743 -3.9624 5.2032 -0.001 0.022 -0.009 -0.078
C 2.2677 -3.3678 4.2349 0.018 0.002 0.019 -0.076
C 1.7706 -2.3109 3.4804 -0.047 0.048 -0.068 -0.117
C -0.3152 0.8013 3.9666 0.139 0.006 -0.039 -0.383
C 0.8741 1.3190 4.4867 -0.076 0.011 0.042 -0.115
C 0.8493 2.3094 5.4553 -0.010 -0.044 -0.036 -0.086
C -0.3710 2.7923 5.9182 0.015 0.030 0.000 -0.086
C -1.5546 2.2843 5.4047 0.011 0.024 0.000 -0.085
C -1.5281 1.2998 4.4223 -0.057 -0.033 -0.061 -0.098
H -2.2075 -1.4490 3.0908 -0.091 -0.009 0.098 0.028
H -3.5362 -3.2000 2.6069 -0.015 -0.004 -0.035 0.104
H -5.8317 -3.9328 3.0870 0.003 0.007 -0.007 0.107
H -7.7499 -2.8161 2.0022 0.007 0.005 -0.004 0.107
H -7.3683 -0.9362 0.4461 0.021 0.003 0.001 0.106
H -5.0564 -0.1639 -0.0159 -0.018 -0.032 0.005 0.088
H -0.7413 -3.4608 1.7000 -0.014 0.020 0.008 0.092
H -0.1390 -5.5172 0.4859 -0.013 0.024 -0.007 0.111
H -0.9265 -5.8816 -1.8258 -0.004 0.012 0.019 0.108
H -2.3469 -4.1737 -2.9323 -0.014 -0.010 0.017 0.106
H -2.9405 -2.0930 -1.7187 0.018 -0.053 -0.047 0.104
H -1.3022 -2.0613 4.9005 0.007 0.020 -0.033 0.103
H -0.4249 -3.9300 6.2058 -0.001 -0.013 -0.024 0.107
H 1.8566 -4.7890 5.7886 0.000 0.020 -0.008 0.107
H 3.2734 -3.7311 4.0628 -0.014 0.030 -0.007 0.106
H 2.3875 -1.8507 2.7162 -0.021 -0.078 -0.042 0.064
H 1.8243 0.9360 4.1232 0.008 0.032 0.051 0.100
H 1.7765 2.7081 5.8482 -0.011 -0.019 0.014 0.108
H -0.3951 3.5671 6.6746 0.001 -0.038 0.002 0.106
H -2.5042 2.6548 5.7715 0.007 0.002 -0.030 0.107
H -2.4557 0.9314 3.9969 0.044 -0.014 0.047 0.096
C 0.9828 -4.5514 -4.6441 -0.006 0.007 0.057 0.008
C 1.4739 -4.2078 -3.2890 0.019 0.136 -0.067 -0.350
N 2.2356 -4.9463 -2.5540 0.052 -0.020 0.137 0.134
N 2.4437 -4.1978 -1.4247 -0.040 -0.034 -0.092 0.039
C 1.8230 -3.0083 -1.4374 0.074 -0.085 0.182 -0.784
S 1.8189 -1.8127 -0.2775 0.287 -0.072 0.207 0.571
N 1.1999 -3.0145 -2.6479 -0.104 -0.040 -0.123 -0.088
N 0.3781 -1.9780 -3.0440 0.044 0.259 -0.276 0.098
H 1.4028 -5.5126 -4.9280 -0.004 0.001 -0.016 0.091
H 1.2951 -3.7948 -5.3657 -0.034 -0.008 -0.008 0.085
H -0.1061 -4.6235 -4.6653 0.008 0.032 0.000 0.079
H 3.0112 -4.5505 -0.6753 0.027 -0.001 0.022 0.152
H 0.8235 -1.4099 -3.7590 0.058 -0.014 -0.004 0.064
H -0.5099 -2.3270 -3.3812 -0.060 -0.060 0.111 0.081
C 5.8792 1.1217 1.0736 -0.010 0.002 -0.039 -0.069
C 4.5962 0.9234 1.5604 0.016 0.018 0.031 -0.072
C 3.5037 1.1200 0.7279 -0.028 0.022 -0.068 -0.130
C 3.6820 1.5236 -0.5943 -0.150 -0.129 0.110 -0.364
C 4.9772 1.6994 -1.0812 0.015 -0.038 0.004 -0.095
C 6.0679 1.5061 -0.2487 0.015 -0.011 0.022 -0.064
P 2.2007 1.7287 -1.6380 0.239 0.340 -0.224 0.994
C 2.0821 3.5226 -1.9781 -0.123 0.004 0.073 -0.358
C 0.8127 4.0991 -1.9257 0.072 -0.040 -0.054 -0.116
C 0.6413 5.4635 -2.1159 0.023 0.025 -0.001 -0.069
C 1.7429 6.2668 -2.3664 -0.020 -0.013 -0.011 -0.072
C 3.0091 5.7005 -2.4426 0.042 0.000 0.004 -0.068
C 3.1805 4.3393 -2.2478 -0.007 -0.009 0.006 -0.072
C 2.7264 0.9938 -3.2217 -0.124 -0.117 -0.018 -0.377
C 3.3646 -0.2504 -3.2079 0.019 0.002 -0.019 -0.120
C 3.6174 -0.9199 -4.3962 -0.042 0.001 -0.015 -0.085
C 3.2327 -0.3566 -5.6093 0.005 0.013 0.020 -0.082
C 2.6179 0.8873 -5.6292 -0.006 -0.003 -0.012 -0.073
C 2.3611 1.5604 -4.4413 -0.024 0.012 0.056 -0.113
H 6.7356 0.9573 1.7151 -0.018 0.017 -0.001 0.109
H 4.4511 0.5992 2.5837 -0.026 0.004 -0.016 0.103
H 2.5014 0.9193 1.0948 0.046 -0.046 0.026 0.052
H 5.1396 1.9543 -2.1216 -0.006 -0.006 0.018 0.106
H 7.0700 1.6412 -0.6350 -0.016 0.003 0.001 0.110
H -0.0512 3.4712 -1.7524 -0.058 0.003 0.036 0.053
H -0.3493 5.8983 -2.0659 0.010 -0.028 -0.013 0.107
H 1.6186 7.3331 -2.5069 -0.002 -0.022 -0.007 0.108
H 3.8689 6.3242 -2.6515 -0.009 -0.009 0.013 0.109
H 4.1760 3.9205 -2.3028 -0.005 0.003 0.019 0.095
H 3.6624 -0.6899 -2.2631 -0.027 -0.019 -0.012 0.082
H 4.1196 -1.8807 -4.3782 -0.004 0.029 0.013 0.109
H 3.4228 -0.8816 -6.5373 0.025 0.022 0.018 0.106
H 2.3363 1.3370 -6.5730 -0.012 -0.006 0.027 0.110
H 1.8679 2.5255 -4.4606 0.010 -0.026 -0.027 0.103
```
Forces are in eV/Å.

Net charge: +1
Calculated total energy in eV: -124565.8012
Relative energy (zero: lowest compared OMol25 entry of this formula, charge and spin) in kJ/mol: 17.2
Orbital gap in eV: 6.9